[1]
{
  "formula": "C42H51NO7P",
  "method": "ωB97M-V/def2-TZVPD",
  "e_homo_ev": -4.145,
  "total_energy_ha": -2553.814189,
  "gap_ev": 4.57,
  "total_charge": -1,
  "largest_force_ha_per_bohr": 0.0197,
  "species": ["C", "C", "O", "C", "C", "P", "C", "C", "C", "C", "C", "O", "C", "C", "N", "C", "C", "C", "O", "H", "H", "H", "H", "H", "H", "H", "H", "H", "H", "H", "H", "H", "H", "H", "H", "H", "H", "H", "H", "H", "H", "H", "H", "H", "H", "H", "H", "H", "H", "H", "H", "H", "H", "H", "C", "C", "C", "C", "C", "C", "C", "O", "C", "C", "C", "C", "C", "C", "C", "O", "H", "H", "H", "H", "H", "H", "H", "H", "C", "C", "C", "C", "C", "C", "C", "O", "C", "C", "C", "C", "C", "C", "C", "O", "H", "H", "H", "H", "H", "H", "H", "H"],
  "coordinates": [[1.285, 2.916, 1.462], [1.945, 1.854, 0.607], [1.835, 2.198, -0.753], [1.498, 1.116, -1.636], [0.027, 1.116, -2.029], [-1.041, -0.257, -1.188], [-0.140, -1.669, -2.123], [-0.446, -1.731, -3.615], [0.639, -2.419, -4.452], [0.393, -2.233, -5.942], [0.723, -3.904, -4.118], [-2.057, -1.497, -0.389], [-2.607, -1.213, 0.863], [-1.637, -1.325, 2.019], [-1.309, -2.720, 2.334], [-0.461, -3.355, 1.342], [0.898, -2.706, 1.107], [1.866, -3.694, 0.484], [1.387, -2.230, 2.374], [1.678, 3.904, 1.224], [1.468, 2.727, 2.521], [0.209, 2.918, 1.296], [1.467, 0.894, 0.810], [3.002, 1.766, 0.890], [1.775, 0.176, -1.154], [2.135, 1.242, -2.516], [-0.382, 2.070, -1.692], [-0.073, 1.105, -3.115], [-2.027, -0.138, -2.267], [-1.760, 0.778, -0.423], [-0.030, -0.322, -0.129], [-0.463, -2.610, -1.675], [0.944, -1.611, -1.977], [-1.368, -2.301, -3.774], [-0.632, -0.734, -4.022], [1.592, -1.953, -4.180], [1.178, -2.731, -6.518], [0.405, -1.182, -6.224], [-0.551, -2.695, -6.233], [1.057, -4.064, -3.093], [1.430, -4.417, -4.771], [-0.261, -4.366, -4.215], [-3.082, -0.224, 0.888], [-3.397, -1.951, 1.055], [-2.135, -0.910, 2.899], [-0.748, -0.713, 1.840], [-0.790, -2.712, 3.203], [-0.290, -4.387, 1.662], [-0.977, -3.393, 0.384], [0.812, -1.859, 0.421], [2.840, -3.238, 0.300], [1.996, -4.562, 1.132], [1.477, -4.039, -0.474], [2.336, -2.152, 2.279], [9.875, 1.184, 4.600], [9.715, 0.211, 3.619], [8.480, -0.378, 3.419], [7.398, -0.003, 4.206], [7.561, 0.963, 5.199], [8.802, 1.558, 5.389], [6.424, 1.365, 6.079], [6.570, 2.210, 6.937], [5.113, 0.689, 5.871], [4.046, 1.014, 6.698], [2.816, 0.407, 6.510], [2.642, -0.525, 5.493], [3.705, -0.855, 4.671], [4.942, -0.255, 4.855], [6.070, -0.641, 3.963], [5.922, -1.450, 3.072], [10.841, 1.648, 4.749], [10.558, -0.084, 3.007], [8.340, -1.130, 2.655], [8.913, 2.312, 6.156], [4.189, 1.745, 7.482], [1.985, 0.664, 7.154], [1.680, -0.992, 5.335], [3.578, -1.578, 3.880], [-4.703, -0.708, -2.096], [-5.515, -1.224, -3.099], [-6.436, -0.414, -3.744], [-6.559, 0.919, -3.380], [-5.750, 1.439, -2.359], [-4.818, 0.624, -1.729], [-5.885, 2.856, -1.926], [-5.200, 3.326, -1.044], [-6.915, 3.700, -2.610], [-7.089, 5.014, -2.197], [-8.029, 5.816, -2.821], [-8.796, 5.310, -3.865], [-8.628, 4.000, -4.277], [-7.691, 3.189, -3.649], [-7.543, 1.771, -4.094], [-8.217, 1.342, -5.011], [-3.964, -1.330, -1.603], [-5.423, -2.264, -3.382], [-7.065, -0.807, -4.531], [-4.178, 1.034, -0.959], [-6.482, 5.396, -1.388], [-8.164, 6.840, -2.496], [-9.527, 5.940, -4.355], [-9.219, 3.592, -5.085]]
}

[2]
{
  "formula": "C31H53BF3NO18PS",
  "method": "ωB97M-V/def2-TZVPD",
  "e_homo_ev": -12.047,
  "total_energy_ha": -3685.830718,
  "gap_ev": 7.18,
  "total_charge": 1,
  "largest_force_ha_per_bohr": 0.0511,
  "species": ["C", "C", "C", "C", "C", "O", "O", "C", "O", "C", "O", "C", "C", "O", "C", "C", "C", "C", "C", "C", "P", "C", "O", "N", "S", "O", "O", "C", "F", "F", "F", "C", "B", "C", "O", "H", "H", "H", "H", "H", "H", "H", "H", "H", "H", "H", "H", "H", "H", "H", "H", "H", "H", "H", "H", "H", "H", "H", "H", "H", "H", "H", "H", "H", "C", "C", "O", "C", "O", "O", "C", "H", "H", "H", "H", "H", "H", "H", "H", "C", "C", "O", "C", "O", "O", "C", "H", "H", "H", "H", "H", "H", "H", "H", "C", "C", "O", "C", "O", "O", "C", "H", "H", "H", "H", "H", "H", "H", "H"],
  "coordinates": [[2.461, 0.922, 3.033], [2.331, 1.399, 1.803], [1.445, 0.719, 0.814], [0.126, 1.137, 0.692], [-0.375, 2.230, 1.605], [-0.828, 1.888, 2.673], [-0.316, 3.501, 1.220], [0.278, 3.840, -0.054], [-0.112, 5.122, -0.332], [0.905, 6.057, -0.612], [1.146, 6.819, 0.524], [2.504, 7.089, 0.798], [3.180, 5.989, 1.617], [2.244, 5.492, 2.564], [-0.739, 0.530, -0.228], [-2.152, 1.062, -0.297], [-3.031, 0.672, 0.928], [-4.431, 0.118, 0.582], [-5.558, 1.100, 0.915], [-0.271, -0.515, -1.003], [-1.442, -1.395, -2.213], [-1.778, -0.006, -3.354], [-2.826, -1.478, -1.348], [1.047, -0.925, -0.831], [1.756, -2.283, -1.674], [0.883, -2.933, -2.577], [2.380, -3.103, -0.689], [3.131, -1.558, -2.751], [4.305, -1.847, -2.255], [2.980, -2.046, -3.955], [2.960, -0.233, -2.803], [1.913, -0.315, 0.047], [3.497, -0.606, 0.346], [4.538, 0.423, -0.210], [3.911, -1.652, 1.073], [2.839, 1.529, 3.846], [2.166, -0.088, 3.291], [2.844, 2.303, 1.491], [-0.105, 3.172, -0.831], [1.364, 3.748, 0.044], [0.522, 6.690, -1.415], [1.818, 5.563, -0.966], [2.552, 8.034, 1.336], [3.065, 7.231, -0.132], [3.472, 5.171, 0.946], [4.055, 6.408, 2.117], [2.554, 4.649, 2.900], [-2.046, 2.151, -0.282], [-2.650, 0.831, -1.230], [-2.487, -0.012, 1.579], [-3.180, 1.575, 1.519], [-4.577, -0.791, 1.168], [-4.478, -0.158, -0.468], [-6.492, 0.580, 1.123], [-5.325, 1.689, 1.804], [-5.723, 1.804, 0.099], [-2.853, 0.150, -3.418], [-1.317, 0.922, -3.015], [-1.349, -0.257, -4.320], [-2.876, -2.362, -0.958], [5.374, -0.077, -0.695], [4.919, 1.043, 0.603], [4.095, 1.101, -0.942], [3.227, -2.268, 1.356], [4.837, -2.232, -6.343], [6.268, -1.744, -6.447], [6.992, -2.395, -7.496], [6.685, -1.992, -8.732], [5.890, -1.133, -9.015], [7.413, -2.696, -9.589], [7.145, -2.418, -10.969], [4.811, -3.316, -6.221], [4.341, -1.769, -5.498], [4.276, -1.987, -7.243], [6.817, -1.988, -5.539], [6.312, -0.664, -6.585], [7.254, -1.356, -11.177], [6.141, -2.747, -11.232], [7.878, -2.984, -11.534], [-2.560, 2.101, 5.195], [-3.741, 1.327, 4.656], [-4.363, 0.492, 5.644], [-5.115, 1.135, 6.540], [-5.334, 2.317, 6.560], [-5.591, 0.238, 7.399], [-6.371, 0.794, 8.464], [-1.833, 1.419, 5.640], [-2.079, 2.660, 4.401], [-2.872, 2.803, 5.967], [-3.412, 0.633, 3.882], [-4.488, 1.990, 4.217], [-7.184, 1.399, 8.071], [-5.743, 1.396, 9.117], [-6.771, -0.052, 9.014], [-5.609, -6.149, 2.501], [-4.522, -5.501, 3.328], [-3.205, -5.943, 2.941], [-2.733, -5.445, 1.812], [-3.274, -4.633, 1.098], [-1.525, -5.972, 1.588], [-0.962, -5.566, 0.345], [-5.530, -7.235, 2.554], [-6.588, -5.849, 2.875], [-5.537, -5.857, 1.455], [-4.612, -5.794, 4.371], [-4.568, -4.413, 3.280], [-0.943, -4.479, 0.270], [-1.521, -5.988, -0.489], [0.054, -5.948, 0.323]]
}

[3]
{
  "formula": "C32H75Li4N5O16",
  "method": "ωB97M-V/def2-TZVPD",
  "e_homo_ev": -3.192,
  "total_energy_ha": -2771.565007,
  "gap_ev": 1.65,
  "largest_force_ha_per_bohr": 0.2215,
  "species": ["Li", "Li", "Li", "Li", "C", "O", "O", "O", "C", "O", "O", "O", "C", "O", "C", "C", "N", "C", "C", "O", "C", "H", "H", "H", "H", "H", "H", "H", "H", "H", "H", "H", "H", "H", "H", "H", "C", "O", "C", "C", "N", "C", "C", "O", "C", "H", "H", "H", "H", "H", "H", "H", "H", "H", "H", "H", "H", "H", "H", "H", "C", "O", "C", "C", "N", "C", "C", "O", "C", "H", "H", "H", "H", "H", "H", "H", "H", "H", "H", "H", "H", "H", "H", "H", "C", "O", "C", "C", "N", "C", "C", "O", "C", "H", "H", "H", "H", "H", "H", "H", "H", "H", "H", "H", "H", "H", "H", "H", "C", "O", "C", "C", "N", "C", "C", "O", "C", "H", "H", "H", "H", "H", "H", "H", "H", "H", "H", "H", "H", "H", "H", "H"],
  "coordinates": [[0.571, 3.378, 1.203], [-3.089, -0.611, 2.836], [2.372, -1.950, 2.875], [4.171, 0.866, 0.717], [0.019, 0.250, 1.851], [-0.902, 1.007, 1.689], [1.156, 0.672, 1.778], [-0.236, -0.870, 2.196], [4.770, -3.124, 0.941], [4.771, -2.014, 1.358], [5.690, -3.763, 0.438], [3.670, -3.684, 0.963], [2.396, -8.238, -8.207], [1.547, -7.060, -8.291], [2.025, -5.976, -9.111], [1.201, -4.743, -8.971], [1.474, -4.140, -7.632], [0.921, -2.755, -7.423], [1.520, -2.126, -6.146], [0.993, -2.903, -5.065], [1.265, -2.228, -3.811], [2.149, -9.037, -7.509], [3.434, -7.945, -8.049], [2.381, -8.632, -9.223], [1.977, -6.427, -10.102], [3.083, -5.824, -8.898], [0.180, -5.116, -9.056], [1.495, -4.130, -9.823], [1.199, -4.673, -6.819], [-0.165, -2.844, -7.411], [1.175, -2.153, -8.295], [1.125, -1.110, -6.185], [2.606, -2.191, -6.210], [2.332, -2.073, -3.647], [0.907, -2.886, -3.019], [0.773, -1.271, -3.637], [2.149, 5.779, 3.234], [2.383, 4.464, 2.938], [3.570, 4.021, 3.522], [4.913, 4.317, 2.629], [4.726, 3.713, 1.301], [5.873, 4.022, 0.421], [5.766, 3.392, -0.909], [5.451, 2.063, -0.696], [5.661, 1.207, -1.817], [3.042, 6.402, 3.180], [1.632, 6.015, 4.164], [1.463, 6.158, 2.477], [3.375, 2.950, 3.581], [3.698, 4.384, 4.542], [5.780, 3.953, 3.179], [5.043, 5.386, 2.463], [3.946, 4.203, 0.888], [6.825, 3.752, 0.878], [6.000, 5.083, 0.206], [6.728, 3.445, -1.420], [4.949, 3.749, -1.537], [4.863, 1.373, -2.540], [5.518, 0.172, -1.509], [6.686, 1.375, -2.150], [6.026, -1.747, 7.460], [4.676, -2.068, 7.329], [3.988, -1.064, 6.595], [2.500, -1.400, 6.579], [2.495, -2.701, 5.933], [1.191, -3.337, 6.124], [1.090, -4.619, 5.317], [1.847, -5.628, 6.061], [1.840, -6.838, 5.401], [6.294, -0.730, 7.749], [6.595, -1.986, 6.562], [6.429, -2.416, 8.220], [4.426, -1.031, 5.597], [4.072, -0.087, 7.070], [2.007, -0.667, 5.941], [2.085, -1.448, 7.586], [3.172, -3.234, 6.461], [0.416, -2.651, 5.782], [1.014, -3.523, 7.184], [1.505, -4.530, 4.313], [0.069, -4.965, 5.155], [0.843, -7.255, 5.257], [2.484, -7.521, 5.955], [2.281, -6.698, 4.414], [-2.633, 3.287, 5.001], [-3.787, 2.731, 4.309], [-4.898, 3.608, 4.068], [-4.566, 4.883, 3.274], [-4.083, 4.557, 1.919], [-3.562, 5.769, 1.330], [-4.563, 6.884, 1.067], [-4.774, 7.778, 2.169], [-5.825, 8.712, 2.130], [-1.949, 3.719, 4.270], [-2.074, 2.502, 5.511], [-2.863, 4.072, 5.721], [-5.433, 3.857, 4.985], [-5.600, 3.004, 3.493], [-3.844, 5.443, 3.869], [-5.522, 5.385, 3.125], [-3.304, 3.916, 1.966], [-3.299, 5.344, 0.361], [-2.621, 6.100, 1.769], [-5.511, 6.599, 0.609], [-4.081, 7.468, 0.283], [-6.848, 8.336, 2.123], [-5.799, 9.325, 1.228], [-5.782, 9.368, 2.999], [-7.175, 1.838, -4.839], [-5.862, 1.238, -4.739], [-5.066, 1.311, -3.570], [-4.262, -0.008, -3.325], [-5.089, -1.158, -3.055], [-4.352, -2.410, -3.177], [-5.347, -3.568, -3.204], [-5.987, -3.686, -4.471], [-7.194, -4.496, -4.355], [-7.603, 1.890, -5.840], [-7.117, 2.901, -4.606], [-7.997, 1.421, -4.257], [-5.746, 1.457, -2.731], [-4.315, 2.091, -3.695], [-3.709, 0.109, -2.393], [-3.521, -0.146, -4.113], [-5.801, -1.241, -3.767], [-3.855, -2.539, -2.216], [-3.667, -2.474, -4.022], [-6.079, -3.651, -2.401], [-4.772, -4.490, -3.116], [-7.657, -4.486, -5.342], [-7.891, -3.945, -3.723], [-7.059, -5.517, -3.999]]
}

[4]
{
  "formula": "C16H31NNiP2",
  "method": "ωB97M-V/def2-TZVPD",
  "e_homo_ev": [-3.689, -7.797],
  "total_energy_ha": -2873.707257,
  "gap_ev": [4.07, 8.09],
  "spin_multiplicity": 3,
  "largest_force_ha_per_bohr": 0.0717,
  "species": ["P", "P", "C", "C", "H", "H", "H", "H", "C", "H", "H", "H", "C", "H", "H", "H", "C", "H", "H", "H", "C", "H", "H", "H", "Ni", "C", "C", "C", "C", "C", "C", "C", "C", "C", "H", "H", "H", "H", "H", "H", "H", "H", "H", "H", "H", "H", "H", "H", "H", "N", "C"],
  "coordinates": [[0.209, -1.815, 1.702], [-0.123, 1.831, 1.911], [-0.117, -0.597, 0.318], [0.335, 0.847, 0.432], [-1.173, -0.682, 0.010], [0.475, -1.070, -0.469], [1.407, 0.934, 0.247], [-0.168, 1.427, -0.327], [-1.807, 2.424, 1.762], [-2.013, 2.963, 2.692], [-2.493, 1.571, 1.704], [-1.925, 3.076, 0.890], [1.100, 3.102, 2.199], [1.044, 3.878, 1.422], [2.098, 2.649, 2.225], [0.883, 3.515, 3.189], [-0.988, -3.129, 1.557], [-0.855, -3.755, 2.443], [-0.823, -3.709, 0.634], [-2.001, -2.706, 1.568], [1.919, -2.385, 1.505], [2.613, -1.528, 1.561], [2.039, -2.915, 0.542], [2.122, -3.057, 2.353], [-0.086, -0.115, 2.759], [0.512, 1.537, -2.453], [-0.827, 1.606, -2.325], [-1.786, 0.973, -3.248], [-1.383, -0.474, -3.649], [-0.648, -1.240, -2.583], [0.695, -1.338, -2.507], [1.652, -0.587, -3.350], [1.224, 0.890, -3.598], [0.068, -1.581, 4.159], [1.207, 2.142, -1.839], [-1.309, 2.347, -1.666], [-1.894, 1.552, -4.179], [-2.785, 0.959, -2.790], [-2.320, -1.012, -3.867], [-0.801, -0.448, -4.582], [-1.325, -1.888, -1.994], [1.166, -2.167, -1.960], [1.775, -1.054, -4.337], [2.646, -0.601, -2.880], [2.155, 1.457, -3.789], [0.623, 0.953, -4.519], [0.771, -1.179, 4.899], [0.346, -2.633, 4.030], [-0.911, -1.581, 4.666], [-0.303, 1.554, 5.296], [-0.220, 1.054, 4.239]]
}